{"formula": "C17H49N2O9", "method": "wB97M-V/def2-TZVPD", "species": ["C", "O", "H", "H", "H", "C", "O", "H", "H", "H", "H", "C", "O", "H", "H", "H", "H", "C", "O", "H", "H", "H", "H", "C", "O", "H", "H", "H", "H", "C", "O", "C", "C", "N", "C", "C", "O", "C", "H", "H", "H", "H", "H", "H", "H", "H", "H", "H", "H", "H", "H", "H", "H", "C", "O", "C", "C", "N", "C", "C", "O", "C", "H", "H", "H", "H", "H", "H", "H", "H", "H", "H", "H", "H", "H", "H", "H"], "positions_angstrom": [[-0.745632, -2.320883, 0.706856], [-1.662112, -1.502320, 1.532533], [-0.904670, -2.376877, -0.282154], [-0.653665, -3.307034, 1.115528], [0.305812, -1.744218, 0.740180], [-5.154470, -2.070062, 1.056711], [-4.021300, -2.919520, 0.955937], [-5.130179, -1.285443, 1.760609], [-6.081243, -2.577173, 1.166650], [-5.277595, -1.603521, 0.202907], [-3.257087, -2.368528, 0.938579], [-2.015270, -0.293191, -1.892012], [-2.536392, 0.043076, -0.685405], [-2.926012, -0.957979, -2.347057], [-0.984227, -0.874625, -1.790858], [-1.983940, 0.800685, -2.477305], [-2.273900, -0.581393, -0.025972], [-0.748104, -4.173541, 3.691065], [-0.843193, -2.776721, 3.968181], [0.358501, -4.288533, 3.612078], [-1.454893, -4.395221, 2.981740], [-0.703063, -5.011480, 4.490649], [-0.819534, -2.356361, 3.216687], [-3.240548, 1.172646, 3.211623], [-1.956497, 0.591514, 3.599113], [-4.077166, 0.526267, 3.488758], [-3.318966, 1.252054, 2.175045], [-3.352457, 2.053381, 3.410303], [-1.953087, -0.325260, 3.263512], [1.607551, -4.240661, 0.175930], [2.893274, -4.459609, -0.487721], [3.245405, -3.336106, -1.255559], [4.724566, -3.467132, -1.548882], [5.181645, -2.364652, -2.446088], [6.583770, -2.384626, -2.730748], [6.898681, -1.173310, -3.694405], [8.286906, -1.139066, -3.784725], [8.733064, -0.213145, -4.788992], [1.660993, -3.347892, 0.821804], [1.375974, -5.052731, 0.765117], [0.729743, -4.143714, -0.449996], [3.191494, -2.342482, -0.771913], [2.715064, -3.365204, -2.296552], [4.899408, -4.388376, -1.987835], [5.101941, -3.628437, -0.479028], [5.157028, -1.734215, -1.803312], [6.931222, -3.377454, -3.178422], [7.139681, -2.396559, -1.990928], [6.447674, -0.268804, -3.402838], [6.496798, -1.529301, -4.749853], [9.838833, -0.379394, -5.055833], [8.528916, 0.683391, -4.452507], [8.108941, -0.262973, -5.816523], [0.690105, 1.089275, 0.590830], [0.977000, 2.489747, 0.278520], [-0.142947, 3.187052, -0.227577], [-1.116214, 3.848357, 0.838953], [-2.301391, 4.264995, 0.304062], [-3.047513, 5.252892, 1.113310], [-4.346666, 5.692702, 0.434730], [-5.075048, 6.635479, 1.255220], [-6.322862, 6.868636, 0.786898], [0.020747, 1.029576, 1.361994], [1.668938, 0.523362, 0.806777], [0.439318, 0.455097, -0.409783], [-0.613593, 2.465811, -0.865373], [0.098607, 3.950904, -1.183991], [-0.612153, 4.744595, 1.552995], [-1.380337, 3.182776, 1.720243], [-2.974063, 3.615998, -0.145194], [-2.391721, 6.162726, 1.384906], [-3.306045, 4.870376, 2.071803], [-4.889873, 4.724757, 0.310043], [-4.331135, 6.057516, -0.611717], [-6.942500, 5.914880, 0.719510], [-6.471768, 7.403152, -0.051654], [-6.696569, 7.552053, 1.589821]], "forces_ev_per_angstrom": [[1.44, 4.10, 5.43], [0.83, -1.54, -2.28], [-1.36, -0.26, -3.81], [0.31, -0.76, 0.23], [-1.57, -1.43, 0.09], [1.11, -2.12, 1.94], [-2.31, -1.14, 0.35], [0.55, 0.69, 1.53], [-0.57, -1.20, 0.59], [-0.50, 2.57, -4.70], [1.88, 1.18, 0.59], [-1.10, 0.22, -2.43], [-0.55, 1.75, 0.89], [2.69, 1.06, -0.16], [-2.04, 1.33, -0.75], [0.48, -3.14, 0.82], [0.55, -1.00, 1.99], [3.76, 0.23, 2.82], [-0.65, -4.41, 8.38], [-0.43, -0.42, -2.03], [-1.01, -1.15, -2.20], [-1.62, 2.05, 0.08], [-0.26, 3.78, -7.06], [2.05, -10.58, -1.85], [-1.40, 0.82, 0.03], [-0.01, 0.23, 0.48], [0.17, -0.58, -2.40], [-0.81, 9.79, 3.82], [0.14, 0.33, -0.37], [1.34, 1.67, -0.59], [-1.68, 0.81, 0.64], [0.13, -0.16, -2.62], [-0.29, 0.08, 1.19], [-0.41, -5.50, -2.05], [-3.45, -0.86, -8.54], [-0.22, -4.52, -1.89], [1.23, 0.71, -1.08], [0.55, -4.84, -3.41], [0.09, -0.38, -0.35], [0.04, -2.02, 1.44], [0.22, 0.30, -0.93], [-0.98, -0.43, 0.12], [0.39, 0.44, 1.89], [0.35, -1.88, -1.22], [0.68, 0.97, -1.26], [-0.83, 6.21, 4.36], [-0.85, 1.24, -0.33], [5.23, 0.81, 7.67], [-0.61, 1.31, 0.51], [0.31, 1.07, 1.87], [-1.74, 0.21, 0.71], [-0.46, 4.97, 1.68], [1.22, -0.47, 2.09], [3.25, -1.09, -4.42], [0.22, -0.25, 0.31], [0.03, 1.41, -1.62], [3.09, -0.73, 3.57], [-3.78, 2.96, -1.94], [1.38, 1.72, -0.96], [-0.59, -0.71, -0.15], [2.92, -1.57, -0.73], [-2.53, -1.40, 4.24], [-1.94, -0.61, 1.72], [-1.18, 1.46, 0.33], [-0.35, 1.76, 2.18], [-1.47, -0.62, 0.12], [0.12, -1.20, 3.03], [-0.91, -1.87, -2.60], [1.02, -0.40, -0.90], [1.28, 0.08, 0.71], [-0.70, -1.25, -0.84], [-0.48, -0.61, 1.07], [-0.43, 0.54, 0.38], [0.80, 0.22, 0.50], [0.50, 1.01, 0.19], [0.30, 1.72, -3.60], [-0.63, -0.72, -0.54]], "fmax_ha_per_bohr": 0.2127, "molar_mass_g_mol": 425.58, "homo_ha": -0.174, "relative_energy_kj_mol": 0.0, "homo_lumo_gap_ev": 7.1, "total_charge": -1}